Entry 1:
The following is a DFT calculation (ωB97M-V/def2-TZVPD) of the molecule C5H10O.

Frontier orbital gap (eV): 10.5
ΔE to the lowest compared entry with this formula, charge and spin (kJ/mol): 153.0
Electronic energy (Ha): -271.69434

Each line ends with the Löwdin charge.
Element x y z (Å)
C (1.370, 0.194, 1.674)  -0.09
O (1.062, -0.633, 0.560)  -0.17
C (0.739, 0.066, -0.609)  -0.32
C (-0.006, -0.681, -1.685)  -0.06
C (-0.710, 0.398, -0.902)  -0.28
C (-1.668, -0.034, 0.177)  -0.07
H (1.597, -0.434, 2.549)  0.09
H (0.531, 0.852, 1.944)  0.09
H (2.257, 0.818, 1.485)  0.09
H (1.503, 0.778, -0.919)  0.14
H (-0.290, -1.711, -1.481)  0.11
H (0.243, -0.495, -2.730)  0.10
H (-0.950, 1.318, -1.442)  0.13
H (-1.884, 0.794, 0.861)  0.08
H (-1.174, -0.818, 0.748)  0.08
H (-2.611, -0.411, -0.234)  0.08

Cartesian forces (eV/Å) of the 3 atoms listed first:
C 0.0 0.2 0.1
O 0.1 -0.1 0.1
C 0.1 0.3 -0.4


Entry 2:
The following is a DFT calculation (ωB97M-V/def2-TZVPD) of the molecule C5H9N3 in a non-equilibrium geometry.

Frontier orbital gap (eV): 9.6
ΔE to the lowest compared entry with this formula, charge and spin (kJ/mol): 214.3
Electronic energy (Ha): -360.11563

Each line ends with the Löwdin charge.
Element x y z (Å)
C (-1.191, -1.709, 0.649)  -0.22
C (-0.111, 0.505, 1.095)  -0.08
C (-0.218, 0.043, -1.236)  -0.28
C (-1.400, -0.301, 0.604)  -0.34
C (2.030, 0.539, -0.282)  -0.05
N (-0.949, -2.837, 0.737)  0.17
N (-1.608, 0.064, -0.799)  0.01
N (0.545, 0.724, -0.260)  -0.21
H (-0.267, 1.494, 1.650)  0.13
H (0.459, -0.250, 1.710)  0.12
H (0.257, -1.085, -1.300)  0.16
H (-0.253, 0.467, -2.235)  0.12
H (-2.289, -0.154, 1.211)  0.14
H (2.344, 1.111, -1.105)  0.06
H (2.277, 0.935, 0.637)  0.05
H (2.339, -0.554, -0.367)  0.11
H (-1.964, 1.009, -0.709)  0.12

Cartesian forces (eV/Å) of the 3 atoms listed first:
C 1.1 -2.8 0.5
C 0.2 -1.0 -1.0
C 0.3 -2.2 -1.2


Please write out number 2 again, unchanged.
The following is a DFT calculation (ωB97M-V/def2-TZVPD) of the molecule C5H9N3 in a non-equilibrium geometry.

Frontier orbital gap (eV): 9.6
ΔE to the lowest compared entry with this formula, charge and spin (kJ/mol): 214.3
Electronic energy (Ha): -360.11563

Each line ends with the Löwdin charge.
Element x y z (Å)
C (-1.191, -1.709, 0.649)  -0.22
C (-0.111, 0.505, 1.095)  -0.08
C (-0.218, 0.043, -1.236)  -0.28
C (-1.400, -0.301, 0.604)  -0.34
C (2.030, 0.539, -0.282)  -0.05
N (-0.949, -2.837, 0.737)  0.17
N (-1.608, 0.064, -0.799)  0.01
N (0.545, 0.724, -0.260)  -0.21
H (-0.267, 1.494, 1.650)  0.13
H (0.459, -0.250, 1.710)  0.12
H (0.257, -1.085, -1.300)  0.16
H (-0.253, 0.467, -2.235)  0.12
H (-2.289, -0.154, 1.211)  0.14
H (2.344, 1.111, -1.105)  0.06
H (2.277, 0.935, 0.637)  0.05
H (2.339, -0.554, -0.367)  0.11
H (-1.964, 1.009, -0.709)  0.12

Cartesian forces (eV/Å) of the 3 atoms listed first:
C 1.1 -2.8 0.5
C 0.2 -1.0 -1.0
C 0.3 -2.2 -1.2